This record from the Open Molecules 2025 dataset describes a molecular structure, C53H69CrN2OPSSi. The level of theory is ωB97M-V/def2-TZVPD.

The geometry in XYZ format:
```
129
Properties=species:S:1:pos:R:3:lowdin_spin:R:1
C 2.3960 3.6065 4.3477 0.000
C -2.3185 0.9854 -4.5314 0.000
H -2.5272 5.5604 1.8219 0.000
H -1.2947 -1.9831 -1.6168 0.001
H 2.3869 2.1158 -2.8267 0.000
H -0.3986 -2.7507 -3.7573 0.000
H 0.3176 4.9479 -1.9844 0.000
C -3.0910 -2.2077 3.8149 0.002
C 4.1159 -5.1911 0.8722 0.000
H -2.7885 -3.8252 -1.2766 0.000
C 1.1926 -1.1281 -2.6290 0.000
H -2.6895 -0.1554 -1.3203 0.006
H 1.7399 5.3014 1.3750 0.000
H -4.0947 -2.0890 4.2345 0.000
H 3.3589 4.0834 4.4745 0.000
C -5.1866 2.1921 0.4092 -0.010
C -2.1628 1.1497 -3.0125 0.000
H 1.4399 2.9270 0.7696 0.001
H 2.7455 0.5208 -1.1468 0.000
S -4.5135 3.6423 1.0020 0.013
H -5.0391 -1.4382 1.0760 0.000
H -0.5424 3.2528 -4.7407 0.000
C -0.3731 4.1103 -2.1079 0.000
H -1.0411 -3.0497 2.7290 0.000
C 1.8881 -5.8293 1.7999 0.000
H 1.1310 2.6416 -4.8102 0.000
H 3.8732 -2.2722 0.9237 0.000
H 0.6843 -3.8123 4.2532 0.000
C -0.2506 -2.3717 2.9948 -0.014
Cr -0.9876 0.9575 0.5957 3.144
H -3.7838 -0.2484 -2.7068 0.000
C 2.9383 -2.4188 0.3951 0.000
C 1.7882 -1.9718 4.2031 -0.014
C 0.3753 2.9321 -2.7627 0.000
C 2.5362 -1.4841 -0.5480 0.001
C 1.9101 -1.7338 -4.8973 0.000
H 3.0901 -4.1866 2.4583 0.000
H 5.1153 0.2807 -2.0792 0.000
C 2.8236 -4.6618 1.5080 0.000
O 0.8328 1.0068 2.2662 0.016
H -1.9509 0.0268 -4.8904 0.000
C -1.6253 5.0130 1.5847 0.003
H -3.3925 1.0179 -4.7342 0.000
C 0.5249 -2.8022 -0.9350 0.001
H -2.3773 -2.0307 4.6203 0.000
H 1.7106 -6.4208 0.8988 0.000
C -3.7561 0.5591 3.2442 -0.004
H 0.9245 -5.4990 2.1869 0.000
C 0.5310 0.0009 -3.1323 -0.004
H 3.0792 2.3072 2.7694 0.000
H 4.5979 1.2022 0.1596 0.000
C 0.7406 -2.8101 3.8494 0.001
H 1.2281 -0.4190 -6.4603 0.000
H -2.9962 -3.2449 3.4924 0.000
C 1.8362 -0.7003 3.6643 0.002
H 0.0638 1.0435 -4.9463 0.000
C 4.3852 -0.5300 -2.0287 0.000
H 2.3836 -2.8244 -3.1346 0.000
P -0.4381 1.2936 -2.2109 -0.010
H 4.9307 -1.4637 -1.8753 0.000
C -2.7376 -0.1395 -2.4093 0.007
H -1.4784 -4.9376 -0.9097 0.000
C -0.8394 -2.9783 -1.6096 0.001
C 0.4341 3.2686 -4.2591 0.000
H 2.5612 -2.3013 4.8836 -0.001
C -0.0655 2.3559 4.0324 0.001
C -0.2760 -1.0636 2.4951 0.000
H -3.9984 -2.8471 1.2134 0.000
C 2.2493 2.6076 3.3946 0.001
C 3.4177 -0.2854 -0.8622 0.000
C 1.2402 -0.6321 -5.3993 0.000
C 2.2193 -3.5876 0.6239 0.001
H 1.9234 2.6837 -1.2200 0.000
C 4.2358 0.1880 0.3387 0.000
H -1.7709 -3.7884 -3.3827 0.000
C 0.5755 0.2005 -4.5252 -0.001
C -2.9129 1.6543 0.4765 -0.070
H -3.7205 0.4148 4.3261 0.000
C -0.7724 -3.4930 -3.0552 0.000
H -1.8669 1.7854 -5.1148 0.000
H 3.8791 -0.5868 -2.9902 0.000
H -6.2514 2.1162 0.2546 -0.001
H -0.2949 6.6490 1.9543 0.001
H -1.0144 1.8485 3.8969 0.001
H -3.2459 1.4908 3.0064 0.000
C -1.7902 -3.8936 -0.8418 0.000
C 1.3173 3.9891 5.1326 0.000
N -1.3714 -0.5040 1.7787 -0.123
C 0.9898 -3.7299 -0.0080 0.000
H 4.8463 -4.3981 0.7127 0.000
C -3.9988 -1.7690 1.0436 -0.002
C 0.7488 4.8740 1.3356 0.003
H 2.3010 3.8451 -2.4867 0.000
C 1.8287 2.8801 -2.2856 0.000
H 0.8071 4.2939 -4.3323 0.000
H 2.4471 -2.4095 -5.5499 0.000
H 3.6506 0.1767 1.2546 0.000
H -3.6083 -1.5965 0.0405 0.000
H -0.1280 -4.3727 -3.1158 0.000
C 0.0882 3.3605 4.9755 0.000
C -1.7158 3.6854 1.1822 0.013
H -4.5185 0.2816 -0.2441 0.000
H 4.5718 -5.9470 1.5133 0.000
H -2.1927 -1.0037 -2.7936 0.000
H -4.8050 0.6816 2.9657 0.000
C 0.5866 3.5523 0.9882 0.011
C -0.3835 5.6130 1.6557 0.011
H 0.3936 -4.6052 0.2025 0.000
C -2.9927 2.3866 -2.6351 -0.001
H -2.7960 2.7621 -1.6342 0.000
H -2.8114 3.1934 -3.3461 0.000
C 1.8725 -1.9603 -3.5412 0.000
C -2.9389 2.9543 0.9335 0.027
H 2.6447 -0.0270 3.9132 0.000
H 5.1143 -0.4422 0.4901 0.000
C 1.0166 2.0013 3.2468 0.001
C 1.3399 -1.7054 -1.2506 0.002
H -0.7968 3.8812 -1.1374 0.000
H -1.8580 -3.6210 0.2035 0.000
H -1.1862 4.4518 -2.7460 0.000
C -4.2434 1.2383 0.1710 0.001
H 3.8984 -5.6513 -0.0940 0.000
Si -3.0015 -0.9550 2.4131 -0.003
H -0.7530 3.6466 5.5928 0.000
N -0.6097 2.9602 0.9054 -0.002
H 1.4375 4.7703 5.8708 0.000
H -4.0541 2.1347 -2.6883 0.000
C 0.8256 -0.2808 2.8170 -0.011
H 2.3407 -6.4891 2.5407 0.000
```

- Charge: +1
- Lowest unoccupied orbital energy (spin up / spin down): -3.4 / -3.0 eV
- HOMO-LUMO gap (spin up / spin down): 0.25774 / 0.27614 Ha
- 2S+1: 4
- <S²>: 3.890
- F_max: 0.56 eV/A